1.
# C4H6N4

The molecule C4H6N4 at a distorted geometry (ωB97M-V/def2-TZVPD, the Open Molecules 2025 dataset).

```
14
Properties=species:S:1:pos:R:3:forces:R:3
C 3.169247 -0.060786 0.122551 1.3 1.7 -0.4
N 1.786877 -0.489826 -0.030495 -1.2 0.1 0.3
N 0.947772 0.394438 -0.244931 -1.6 -2.1 1.3
C -0.632502 -0.138998 -0.034344 4.0 0.8 -0.4
N -1.259938 -1.256911 -0.035642 1.0 -1.6 -1.1
C -2.591901 -0.953141 -0.130066 -0.9 -2.0 1.2
C -2.700554 0.393770 0.027017 -4.2 1.8 -1.7
N -1.451537 0.901536 0.048983 0.3 0.7 -0.2
H 3.345883 0.195255 1.195712 -0.5 0.2 -0.8
H 3.545934 0.738397 -0.574428 -1.0 0.0 0.8
H 3.951957 -0.778010 -0.067163 -0.6 -1.3 -0.1
H -3.370139 -1.833613 -0.147542 1.6 2.3 -0.1
H -3.621899 1.048869 -0.249743 1.9 -1.2 1.1
H -1.119198 1.839020 0.120093 -0.2 0.5 -0.1
```
Positions in Å, forces in eV/Å.

Computed properties:
Energy = -374.9386 a.u.
Frontier orbital gap = 9.460 eV
Total charge = 0


2.
# C12H24O5S2

A 2-piece molecular cluster, C12H24O5S2 overall (ωB97M-V/def2-TZVPD, the Open Molecules 2025 dataset).

```
43
Properties=species:S:1:pos:R:3:forces:R:3
C 4.509881 0.879262 2.115596 0.0 0.0 0.0
C 3.843269 1.981073 1.288729 0.0 0.0 0.1
C 2.313555 1.841882 1.205278 0.0 0.0 0.0
C 1.597155 2.824559 2.134641 0.0 0.0 0.0
C 0.077406 2.637170 2.347703 -0.1 0.0 0.0
C -0.683388 1.864433 1.255212 0.0 0.0 -0.1
C -1.090119 0.458530 1.683300 0.0 0.0 0.2
O -1.491203 -0.353985 0.558287 -0.1 0.0 0.0
S -0.244497 -1.134502 -0.023977 0.1 0.1 0.1
O 0.504982 -0.287300 -0.884511 0.0 0.0 -0.1
O -0.666293 -2.412531 -0.453869 0.0 -0.1 0.0
O 0.541376 -1.260957 1.364266 -0.1 0.0 -0.1
C -0.004188 -0.405304 2.375350 -0.1 0.1 0.0
S -0.769180 -1.361874 3.701768 0.1 -0.1 -0.1
H 4.431438 1.078187 3.187490 -0.1 0.0 0.0
H 4.046299 -0.090587 1.920709 0.0 0.0 0.0
H 5.570867 0.782479 1.879693 0.0 0.1 0.0
H 4.273779 1.997339 0.285842 0.0 -0.1 0.0
H 4.081300 2.949825 1.739616 0.1 0.0 -0.1
H 1.983967 1.994655 0.175622 0.0 0.0 0.0
H 2.039706 0.809630 1.445970 0.1 0.1 -0.1
H 1.772203 3.831209 1.743453 0.0 0.0 0.0
H 2.088293 2.799367 3.112650 0.0 0.0 0.0
H -0.106748 2.162045 3.317524 0.0 0.0 0.0
H -0.368732 3.628402 2.436552 0.0 0.0 0.0
H -0.111424 1.802647 0.329926 0.0 0.0 0.1
H -1.611990 2.384220 1.013693 0.0 0.0 -0.1
H -1.977795 0.506250 2.314712 0.1 0.0 0.0
H 0.815244 0.196562 2.757898 -0.1 -0.1 0.0
H 0.324557 -2.096494 3.954328 0.0 0.0 0.1
C -1.835923 -1.826239 -3.570736 0.0 0.0 0.0
C -2.858353 -2.734653 -2.891465 0.0 0.0 0.0
C -4.058185 -2.585303 -3.817574 0.0 0.0 0.0
O -3.531046 -2.363052 -5.126155 0.0 0.0 0.0
C -2.132948 -2.081839 -5.041718 0.0 0.0 0.0
H -0.805561 -2.048910 -3.299869 0.0 0.0 0.0
H -2.035957 -0.782125 -3.317103 0.0 0.0 0.0
H -2.503119 -3.766947 -2.885424 0.0 0.0 0.0
H -3.077324 -2.446877 -1.864875 0.0 0.0 0.0
H -4.674583 -1.726827 -3.527467 0.0 0.0 0.0
H -4.695467 -3.470486 -3.846453 0.0 0.0 0.0
H -1.569462 -2.945583 -5.411619 0.0 0.0 0.0
H -1.911790 -1.227348 -5.682992 0.0 0.0 0.0
```
Positions in Å, forces in eV/Å.

Computed properties:
Energy = -1644.1658 a.u.
Frontier orbital gap = 9.574 eV
Total charge = 0


3.
# C10H30ClGaIP3

C10H30ClGaIP3 as an isolated structure at a distorted geometry (ωB97M-V/def2-TZVPD, the Open Molecules 2025 dataset).

```
46
Properties=species:S:1:pos:R:3:forces:R:3
C 0.302287 0.681266 1.094920 -0.8 0.8 0.1
I 2.073139 -0.335844 1.143036 1.4 -0.7 -0.2
H 0.422049 1.460459 1.850170 -0.4 0.0 -0.1
H 0.085457 1.166153 0.121193 0.2 -0.3 0.2
H -0.485811 -0.035760 1.327685 -0.1 0.1 -0.2
Ga -0.219283 -1.277151 -3.477283 -0.7 2.1 -1.0
P 0.483711 2.766936 -1.457072 0.3 0.7 -0.4
C 0.500043 4.092827 -0.178927 -0.2 -0.3 0.1
C 2.194642 2.982971 -2.088826 -0.1 -0.3 0.0
H 2.317671 4.010784 -2.456588 0.1 -0.3 0.1
H 0.036605 4.627853 -2.951118 -0.2 -0.2 -0.1
H 2.360623 2.261933 -2.899573 0.1 0.3 0.1
H -0.449676 3.047236 -3.671588 -0.1 0.3 0.1
H 1.223506 3.845431 0.608543 -0.1 0.1 -0.1
H 2.901845 2.783899 -1.273611 0.0 0.1 -0.3
C -0.442032 3.658625 -2.761063 -0.1 -0.2 0.0
H 0.767046 5.051271 -0.643213 0.0 -0.2 0.2
H -1.472084 3.809189 -2.415263 0.2 0.0 -0.2
H -0.501845 4.165018 0.264226 0.2 0.1 0.0
P 0.522879 -3.032869 -2.237266 1.6 -2.2 0.9
C 0.455508 -3.499357 -0.480045 -0.4 0.3 0.5
C -0.321968 -4.376948 -3.122520 -0.3 0.3 -0.1
H 2.567842 -2.373918 -3.364751 0.1 -0.4 0.2
H 2.463097 -4.157030 -3.142588 0.1 0.3 0.2
H 2.891788 -3.087485 -1.754985 -0.2 0.0 -0.3
C 2.289370 -3.180358 -2.670387 0.2 0.2 -0.2
H -0.512529 -4.065037 -4.157333 0.0 -0.3 0.1
H 0.290441 -5.282432 -3.111613 -0.1 0.1 0.0
H 0.599379 -4.589400 -0.376706 0.0 0.4 -0.3
H -0.526044 -3.233880 -0.062779 0.2 -0.2 -0.1
H -1.286109 -4.564756 -2.636619 0.1 0.0 -0.2
H 1.229399 -2.970776 0.101013 -0.3 -0.2 -0.4
Cl 1.156778 -0.079948 -4.653473 -0.3 -0.5 0.5
C -2.081655 1.625535 4.054604 0.7 0.7 -0.6
P -1.229755 0.122835 3.466063 -2.4 -0.7 2.0
C -0.752484 -0.784423 4.981378 1.0 0.1 -0.4
C -2.601611 -0.888703 2.783950 0.7 0.1 -0.9
H -1.307258 2.375233 4.285347 -0.4 -0.1 0.1
H -2.673506 1.408720 4.955668 0.2 -0.1 -0.3
H -2.726651 2.030607 3.258099 0.2 -0.2 0.3
H 0.096563 -0.264495 5.446950 -0.3 -0.2 0.0
H -1.607003 -0.813655 5.670862 0.1 0.1 -0.3
H -0.432930 -1.803212 4.720237 -0.1 0.3 0.1
H -3.315490 -1.143712 3.575834 0.2 0.1 0.0
H -3.107505 -0.327496 1.985039 0.1 -0.2 0.3
H -2.178425 -1.806115 2.350374 -0.3 0.1 0.2
```
Positions in Å, forces in eV/Å.

Computed properties:
Energy = -4105.1142 a.u.
Frontier orbital gap (alpha / beta) = 5.824 / 4.372 eV
Total charge = +2


Which of these has the lowest energy? C10H30ClGaIP3